DFT (ωB97M-V with the def2-TZVPD basis set) results for a molecular structure, C5H5Cl2ErInNO4 in a non-equilibrium geometry.

Values from the calculation:
* highest occupied orbital energy (alpha / beta): -23.8 / -23.8 eV
* charge: +4
* spin multiplicity: 4
* molecular weight: 496.08 g/mol
* E: -2673.0672 a.u.
* ⟨S²⟩: 3.753
* lowest unoccupied orbital energy (alpha / beta): -19.0 / -19.0 eV
* gap between HOMO and LUMO (alpha / beta): 0.1761 / 0.1761 hartree

XYZ file:
```
19
C5H5Cl2ErInNO4 | OMol25 | ωB97M-V with the def2-TZVPD basis set
Er -2.8768 0.6592 -2.4286
In 0.4931 0.1029 -0.6292
Cl -1.1988 -1.0660 -2.9458
Cl -2.0487 0.3786 0.0617
C 1.6467 2.1684 0.2083
C -3.8449 -0.4956 -4.4994
C -4.6613 1.5830 -4.2169
O 2.5826 2.7741 0.5573
O -4.3427 -0.9763 -5.4205
O -5.4445 1.9374 -4.9514
C 1.9016 0.2817 2.9306
C 2.1010 -0.9707 2.1028
N 2.6879 -2.0382 2.7721
O 1.8095 -1.0465 0.8613
H 1.8710 -0.0078 3.9857
H 0.9469 0.7247 2.6455
H 2.7628 0.9467 2.7949
H 2.8340 -2.9665 2.3527
H 2.7809 -1.9890 3.8190
```

Atomic partial charges in e from the Löwdin method, atoms 1 to 4: 1.309, 1.138, 0.149, 0.131

---

DFT (ωB97M-V with the def2-TZVPD basis set) results for C5H5Cl2F in the gas phase in a non-equilibrium geometry.

Values from the calculation:
* highest occupied orbital energy: -9.3 eV
* charge: 0
* molecular weight: 155.00 g/mol
* E: -1213.7079 a.u.
* lowest unoccupied orbital energy: 0.1 eV
* energy above the lowest of the compared OMol25 structures with the same formula, charge and spin: 140.9 kJ/mol
* gap between HOMO and LUMO: 0.3482 hartree

XYZ file:
```
13
C5H5Cl2F | OMol25 | ωB97M-V with the def2-TZVPD basis set
C 1.3520 0.9994 -0.5603
C 1.4278 -0.3678 -0.3501
F 2.5520 -0.8403 0.1647
C 0.2199 -1.2021 -0.4238
C -0.9431 -0.7775 0.0715
Cl -2.4492 -1.7000 -0.2800
C -1.2222 0.4540 0.8804
Cl -1.8691 1.6462 -0.3216
H 0.5890 1.4922 -1.1071
H 2.2536 1.5737 -0.2070
H 0.3046 -2.3071 -0.7856
H -0.2828 0.9267 1.2919
H -1.9325 0.1026 1.6270
```

Atomic partial charges in e from the Löwdin method, atoms 1 to 4: 0.069, -0.365, 0.069, -0.090